No. 1
C2NO4 | wB97M-V/def2-TZVPD

```
7
Properties=species:S:1:pos:R:3:nbo_charge:R:1
O -1.51 0.84 0.84 -0.68
C 1.23 -0.08 0.00 0.85
N 0.02 0.04 -0.80 -0.27
C -1.25 -0.03 0.11 0.86
O 1.30 1.16 -0.48 -0.49
O -1.65 -1.08 -0.31 -0.65
O 1.86 -0.86 0.63 -0.61
```

## Properties
- spin multiplicity = 1
- energy relative to the best compared isomer or geometry (same formula, charge and spin) (kJ/mol) = 71.4
- total energy (Ha) = -431.941487
- largest force on an atom (Eh/bohr) = 0.0697
- LUMO (Eh) = 0.1525
- HOMO level (eV) = -5.49
- total charge = -1
- orbital gap (eV) = 9.64
- M (g/mol) = 102.02



No. 2
C29H77GaN8OP | wB97M-V/def2-TZVPD

```
117
Properties=species:S:1:pos:R:3:lowdin_charge:R:1
H -5.54 -0.77 0.16 0.07
H -8.14 -0.87 8.09 -0.14
N 1.25 2.72 -5.52 -0.20
C -2.96 -1.71 -3.30 -0.09
H 4.90 2.85 2.00 0.12
H 5.08 -4.57 0.21 0.10
H -4.15 -2.90 -0.26 0.11
C 3.55 2.89 -6.46 -0.09
C 5.26 3.20 -0.08 -0.09
N -3.76 0.02 3.39 -0.01
N 5.53 -2.59 0.57 -0.20
H -3.48 2.04 3.05 0.09
H -0.26 0.63 -3.22 0.05
C 4.99 -1.98 -0.63 -0.27
H 4.54 1.47 0.97 0.09
H -1.03 -0.92 1.32 0.08
C 4.45 2.57 1.04 -0.28
C 2.62 2.23 -5.45 -0.28
H 5.76 -1.81 -1.41 0.10
H -6.10 -0.17 4.20 0.06
H 8.47 -2.07 0.64 0.05
H -7.13 1.58 6.46 0.03
H -4.05 -1.74 -3.32 0.06
C 0.63 2.63 -6.83 -0.25
H 4.57 2.56 -6.29 0.07
H 3.29 2.64 -7.48 0.06
H 1.91 1.47 -1.78 0.05
H 3.06 -2.93 -0.51 0.08
H 3.07 0.57 2.41 0.06
N -2.42 -1.91 -0.81 -0.19
H -8.78 -2.65 3.06 -0.02
C 0.44 2.30 -4.40 -0.24
C 2.36 2.64 2.29 -0.24
H 2.98 2.45 -4.44 0.11
C 2.15 1.15 2.55 -0.07
H 1.46 0.69 -7.41 0.07
H -2.82 -3.50 -2.09 0.11
C 7.04 -4.29 -0.61 -0.08
H -3.30 1.55 4.72 0.10
H 7.58 -0.93 -0.37 0.06
H 2.92 3.07 3.13 0.11
H -2.61 -2.13 -4.24 0.07
H -0.86 0.73 0.68 0.06
H -2.14 0.14 -1.33 0.10
H 7.06 -5.36 -0.81 0.07
H 4.62 -0.99 -0.35 0.10
H -3.42 -2.63 3.28 0.07
C -3.72 -1.90 -0.15 -0.24
C -3.91 1.40 3.84 -0.22
N -3.56 -0.70 5.60 0.17
H 1.17 3.30 -7.50 0.10
H 6.64 -2.18 2.27 0.11
H -0.28 0.65 -7.07 0.05
H -9.13 0.19 3.72 -0.02
H 0.31 1.38 -8.56 0.07
C -6.52 0.74 6.11 -0.37
H 3.52 3.98 -6.35 0.08
N 3.07 3.02 1.07 -0.20
H 0.93 2.66 -3.49 0.10
C -6.34 0.82 4.59 -0.34
H -5.72 2.25 3.10 0.09
H 1.39 3.15 2.29 0.11
C -1.50 -0.16 0.69 -0.09
H -1.30 -2.67 -2.35 0.11
P -9.21 -1.54 5.04 0.54
C 2.21 1.43 -0.73 -0.06
H -5.56 0.79 6.63 0.02
H -0.59 0.44 -4.94 0.06
C -2.36 -2.50 -2.13 -0.25
H -2.44 0.12 1.16 0.04
O -9.78 -0.09 4.37 -0.48
H 1.38 0.72 1.91 0.04
H -7.32 1.06 4.18 0.07
H -2.63 -0.67 -3.27 0.05
H -5.34 2.71 4.76 0.10
H -0.37 3.07 -6.74 0.11
H 3.16 0.89 -0.68 0.05
H 5.21 4.28 -0.03 0.08
C 3.85 -2.76 -1.25 -0.08
H -0.70 -0.84 -1.17 0.11
C 6.42 -1.71 1.31 -0.25
C -3.39 -0.92 4.37 -0.53
N -2.76 -2.07 3.80 0.10
H 1.05 0.20 -4.32 0.07
H 6.31 2.90 0.02 0.07
C -5.36 1.87 4.06 -0.19
H 3.42 -2.20 -2.08 0.07
C 0.52 1.26 -7.50 -0.08
H -3.54 -1.78 0.92 0.08
H -4.30 0.13 -0.70 0.07
H 6.30 -4.30 1.42 0.11
C 0.15 0.81 -4.22 -0.08
C 7.73 -1.27 0.65 -0.08
C -1.68 -0.66 -0.73 -0.28
H 4.92 2.88 -1.06 0.06
H -4.59 -0.28 2.89 0.11
H -0.51 2.84 -4.45 0.11
H -2.38 -2.64 4.54 0.07
H 6.85 -3.78 -1.56 0.07
H 8.17 -0.44 1.21 0.07
H -5.23 -1.12 -1.53 0.05
H 8.04 -4.00 -0.28 0.05
Ga -7.51 -0.98 6.61 0.13
H -6.50 -2.25 6.57 -0.13
H 2.80 3.49 -0.93 0.10
H -3.24 -1.48 6.17 0.05
H 1.83 1.00 3.58 0.08
H 4.17 -3.73 -1.64 0.06
C 2.33 2.85 -0.17 -0.24
C 5.96 -3.97 0.44 -0.25
H -7.45 -2.60 4.01 -0.03
H 1.46 0.85 -0.20 0.05
C -4.75 -0.86 -0.59 -0.08
H 5.84 -0.81 1.55 0.10
H 2.69 1.13 -5.57 0.10
H 1.33 3.27 -0.03 0.12
N -8.23 -2.05 3.67 -0.30
```

## Properties
- spin multiplicity = 1
- total energy (Ha) = -3930.521347
- largest force on an atom (Eh/bohr) = 0.0119
- LUMO (Eh) = 0.0637
- HOMO level (eV) = -3.15
- total charge = -1
- orbital gap (eV) = 4.88
- M (g/mol) = 654.69



No. 3
CH3Cl2 | wB97M-V/def2-TZVPD

```
6
Properties=species:S:1:pos:R:3:nbo_charge:R:1
Cl -0.12 1.00 -0.14 0.02
Cl -0.35 3.00 -0.43 -0.11
H 0.54 -0.91 1.03 0.21
H -0.85 -1.20 0.09 0.21
H 0.68 -1.13 -0.65 0.21
C 0.09 -0.75 0.11 -0.54
```

## Properties
- spin multiplicity = 2
- energy relative to the best compared isomer or geometry (same formula, charge and spin) (kJ/mol) = 129.1
- total energy (Ha) = -960.154938
- largest force on an atom (Eh/bohr) = 0.0955
- LUMO (alpha / beta) (Eh) = 0.0349 / -0.0904
- HOMO level (alpha / beta) (eV) = -9.68 / -10.05
- total charge = 0
- orbital gap (alpha / beta) (eV) = 10.63 / 7.59
- M (g/mol) = 85.94



No. 4
C7H15N4O | wB97M-V/def2-TZVPD

```
27
Properties=species:S:1:pos:R:3:nbo_charge:R:1
H -0.52 0.91 2.82 0.23
H 0.22 -2.36 0.19 0.40
C -2.80 -0.36 0.74 -0.03
N -1.31 1.78 -0.41 -0.81
H -3.88 -0.55 0.45 0.24
H 2.66 -0.71 -1.77 0.19
H -1.22 -2.19 0.94 0.43
C -0.85 -0.03 2.34 -0.31
N 1.35 -0.38 1.47 -0.74
C -2.32 -0.17 1.98 -0.30
C 2.17 0.24 -1.98 -0.26
H 1.67 0.38 2.15 0.46
H -0.06 -0.90 -2.15 0.21
H -3.11 -0.09 2.74 0.24
C -1.24 0.47 -0.75 0.44
C -0.05 -0.73 1.55 0.33
H 1.72 0.37 -2.99 0.21
H 1.80 -1.31 1.61 0.44
H -0.21 0.91 -2.62 0.20
O 1.08 0.41 -1.10 -0.59
H -2.03 2.13 0.31 0.43
C -0.15 0.16 -1.77 -0.11
N -0.22 -2.00 1.03 -0.82
H -0.62 2.36 -0.68 0.39
H 1.55 -0.09 0.45 0.47
H 2.91 1.01 -1.66 0.21
N -1.91 -0.50 -0.31 -0.53
```

## Properties
- spin multiplicity = 1
- energy relative to the best compared isomer or geometry (same formula, charge and spin) (kJ/mol) = 236.2
- total energy (Ha) = -569.660991
- largest force on an atom (Eh/bohr) = 0.1183
- LUMO (Eh) = -0.1131
- SMILES = COC/C(N)=N/C=C\C=C(/N)[NH3+]
- HOMO level (eV) = -11.88
- total charge = +1
- orbital gap (eV) = 8.80
- M (g/mol) = 171.22



Question: The highest spin multiplicity belongs to which entry?
Answer: CH3Cl2



Question: What is the formula in the fourth record?
Answer: C7H15N4O



Question: What is the formula in the first record?
Answer: C2NO4